ORCA calculation (ωB97M-V/def2-TZVPD) on a structure of composition C16H23As2NO3V.

The geometry in XYZ format:
```
46
Properties=species:S:1:pos:R:3:forces:R:3:lowdin_spin:R:1
V 1.4153 1.1117 2.0835 1.228 -0.234 0.165 2.753
O -0.3558 0.9626 -2.7044 -0.170 0.182 -0.015 0.002
C -0.4754 0.6017 -3.8571 0.282 -0.526 -0.042 0.000
O 1.2499 -1.2514 -2.3304 -0.141 -0.024 -1.059 0.000
C 1.0010 -1.3670 -3.5064 -0.462 -0.200 0.015 0.000
O 1.4908 -2.3604 -4.2835 -0.257 0.517 -0.041 0.000
N 0.1245 -0.5852 -4.3172 0.280 0.409 1.148 0.000
C 0.9703 -2.2650 -5.6341 0.053 -0.940 0.260 0.000
C 0.0885 -1.0547 -5.6893 -0.558 0.802 -0.492 0.000
H 0.4007 -3.1654 -5.8598 0.197 -0.107 0.191 0.000
H 1.7879 -2.1875 -6.3228 0.541 -0.077 -0.177 0.000
H -0.9331 -1.3081 -6.0258 0.420 0.126 0.292 0.000
H 0.4929 -0.2976 -6.3773 -0.123 -0.188 0.222 0.000
C -1.2549 1.3317 -4.8911 -0.616 0.440 0.042 0.000
C -1.8601 2.4854 -4.5657 0.734 -0.721 -0.495 0.000
H -1.3532 0.8700 -5.8791 -0.042 0.442 0.425 0.000
H -1.6979 2.8878 -3.5690 -0.215 0.023 -0.178 0.000
H -2.4253 3.0427 -5.3090 0.024 -0.075 0.299 0.000
C 2.9976 -0.2616 3.0816 0.692 -1.954 0.358 0.032
As 1.6729 -1.2186 1.8507 -1.087 -0.863 1.093 0.000
C 1.5306 -3.2060 1.9225 0.891 -0.016 -0.481 -0.016
C 0.2787 -0.6612 3.2293 -0.690 0.972 -1.030 0.025
C 0.3950 -1.0323 4.5627 -1.383 0.713 1.198 0.014
C -0.4783 -0.4599 5.5280 0.294 -0.470 -0.566 0.000
C -1.4810 0.4314 5.1428 -0.207 0.519 -0.847 0.001
C -1.6138 0.8208 3.7899 0.058 -0.318 0.556 0.011
C -0.7251 0.3144 2.8246 1.123 -0.856 0.169 0.024
As -0.6286 0.9905 0.8986 -3.399 -0.661 -0.169 0.071
C -2.6031 1.4172 0.8549 0.562 -0.234 -1.056 0.020
C -0.0184 2.7822 1.5559 0.029 0.605 -1.334 0.018
H 3.9510 -0.7523 2.8045 -0.214 0.708 0.372 0.000
H 2.7219 -0.4682 4.1365 0.565 0.415 -0.738 0.004
H 3.1442 0.8391 2.9056 0.364 -0.374 0.296 0.018
H 2.0873 -3.5812 2.7842 -0.135 0.077 -0.102 -0.002
H 0.4760 -3.4911 1.9703 0.117 0.456 0.102 0.000
H 1.9629 -3.6054 0.9857 -0.131 0.326 0.520 0.001
H 1.1100 -1.7610 4.9066 0.220 -0.144 -0.043 0.001
H -0.4128 -0.7348 6.5853 0.152 -0.002 -0.460 0.000
H -2.1698 0.8720 5.8803 0.420 -0.395 -0.354 0.000
H -2.4484 1.4799 3.5037 0.609 -0.263 0.227 0.001
H -2.7527 2.2384 1.5498 -0.235 -0.020 -0.122 0.003
H -2.8676 1.6861 -0.1918 0.182 -0.102 0.833 0.001
H -3.1276 0.4925 1.1529 0.318 0.505 -0.105 0.000
H -0.5141 3.1043 2.4416 -0.332 0.308 0.676 0.005
H 1.0882 2.8531 1.6747 -0.244 1.473 -0.089 0.015
H -0.2417 3.4606 0.7071 0.286 -0.253 0.539 0.000
```
Positions in Å, forces in eV/Å.

As for the spin multiplicity: 4. As for the charge: +2. For the LUMO energy (alpha / beta), the calculation gives -7.84 / -7.50 eV. The HOMO-LUMO gap (alpha / beta) comes out at 6.64 / 6.98 eV.

=====

ORCA calculation (ωB97M-V/def2-TZVPD) on a cluster of 3 separate species, C16H23BClN4O3 in total.

The geometry in XYZ format:
```
48
Properties=species:S:1:pos:R:3:forces:R:3:nbo_charge:R:1
C 3.4140 -1.4473 0.5404 -0.433 -0.290 -0.293 -0.618
C 2.5803 -0.2547 0.1155 0.057 0.475 0.013 -0.156
C 2.2767 -0.3132 -1.4005 -0.132 -0.271 -0.937 0.747
O 2.9388 0.3835 -2.2092 -0.121 -0.049 0.594 -0.784
O 1.3473 -1.1138 -1.6854 0.042 -0.032 0.094 -0.808
N 3.1366 1.0220 0.6092 0.575 -0.978 -0.907 -0.734
C 2.4251 2.1733 0.0582 -0.060 0.958 1.092 -0.208
C 0.9124 2.0983 0.2560 0.109 0.018 -0.636 -0.448
C 0.2818 3.4925 0.2717 0.570 -0.560 -0.216 -0.346
Cl -0.7677 3.7561 1.6921 -0.031 0.223 -0.001 -0.094
B 4.5660 1.1809 0.4239 -0.198 0.580 0.625 1.224
N 5.2492 2.1796 1.2929 -0.074 -0.013 -0.855 -1.131
O 5.3233 0.4910 -0.5108 0.366 -0.069 0.347 -0.953
H 2.7916 -2.3182 0.3689 -0.086 -0.292 0.002 0.218
H 4.2997 -1.5702 -0.0694 0.308 0.097 0.147 0.225
H 3.6255 -1.4073 1.6054 0.297 0.064 0.170 0.191
H 1.6225 -0.3950 0.6048 -0.293 0.103 0.056 0.194
H 2.7753 3.0519 0.6026 0.165 0.048 0.199 0.190
H 2.6552 2.3616 -0.9893 -0.069 -0.269 -0.266 0.204
H 0.6832 1.5225 1.1416 -0.097 0.069 0.322 0.225
H 0.5031 1.5708 -0.5995 -0.240 -0.365 0.030 0.229
H 1.0671 4.2359 0.2770 0.017 0.354 0.298 0.204
H -0.2859 3.6448 -0.6319 -0.498 0.168 -0.041 0.204
H 6.0420 2.5162 0.7580 0.334 -0.007 0.299 0.353
H 5.6241 1.7505 2.1280 -0.205 0.110 0.253 0.381
H 5.4891 0.9851 -1.3122 -0.270 -0.155 -0.407 0.510
N -0.2741 -6.1531 -0.1903 0.017 0.049 -0.020 -0.435
C 0.3576 -5.0033 -0.4347 -0.035 -0.111 0.042 0.029
C -0.1064 -4.0315 -1.3106 0.133 0.142 -0.037 -0.256
C -1.2974 -4.2738 -1.9730 -0.065 -0.042 -0.018 -0.171
C -1.9703 -5.4633 -1.7350 0.018 0.031 -0.002 -0.273
C -1.4180 -6.3633 -0.8376 -0.008 -0.079 0.043 0.012
H 1.2871 -4.8582 0.1046 0.012 0.065 -0.023 0.191
H 0.4492 -3.1107 -1.4685 0.023 0.064 0.043 0.294
H -1.6948 -3.5428 -2.6655 0.020 0.022 0.002 0.216
H -2.9041 -5.6896 -2.2336 -0.007 -0.023 0.014 0.205
H -1.9134 -7.3048 -0.6201 -0.041 0.011 -0.039 0.177
N -5.0866 2.3048 2.4393 -0.043 0.019 -0.089 -0.418
C -4.2366 2.6436 1.4699 0.075 -0.002 0.144 0.037
C -4.5942 2.7266 0.1318 -0.038 -0.006 -0.005 -0.257
C -5.9013 2.4391 -0.2203 -0.014 0.011 -0.070 -0.173
C -6.7973 2.0832 0.7747 0.006 0.008 0.004 -0.271
C -6.3398 2.0333 2.0822 0.012 -0.008 0.088 0.029
H -3.2200 2.8584 1.7792 -0.083 -0.032 -0.059 0.214
H -3.8617 3.0077 -0.6122 0.036 -0.010 0.021 0.223
H -6.2178 2.4902 -1.2546 0.002 -0.006 -0.003 0.212
H -7.8278 1.8491 0.5439 -0.009 -0.007 0.020 0.212
H -7.0084 1.7615 2.8925 -0.044 -0.013 -0.036 0.185
```
Positions in Å, forces in eV/Å.

As for the charge: -1. For the LUMO energy, the calculation gives 2.59 eV. The HOMO-LUMO gap comes out at 7.19 eV.

=====

ORCA calculation (ωB97M-V/def2-TZVPD) on a structure of composition C16H23BF4NRu.

The geometry in XYZ format:
```
46
Properties=species:S:1:pos:R:3:forces:R:3:mulliken_charge:R:1
Ru 0.0753 -0.2161 -0.2399 0.984 0.392 -0.044 0.209
C 0.5498 -2.2240 -0.8184 -0.103 -0.005 0.396 1.013
C 1.1863 -1.3710 -1.7615 -0.118 0.284 0.047 0.374
C 2.0879 -0.5228 -1.0458 -0.094 -0.001 0.109 1.218
C 2.0588 -0.8826 0.3427 -0.117 0.132 -0.078 1.130
C 1.0869 -1.9222 0.4950 -0.250 -0.254 -0.113 0.270
C 0.7983 -2.6982 1.7369 0.115 -0.030 -0.053 -1.557
C 2.9602 -0.3647 1.4151 0.030 -0.043 -0.009 -1.727
C 2.8990 0.5702 -1.6614 -0.049 0.036 -0.013 -1.764
C 0.9045 -1.2600 -3.2236 0.038 -0.012 0.008 -1.937
C -0.4830 -3.2685 -1.0863 0.043 -0.051 0.006 -1.673
H 1.4659 -3.5614 1.7912 0.009 0.015 0.042 0.364
H -0.2202 -3.0806 1.7436 -0.016 -0.040 -0.007 0.396
H 0.9540 -2.0990 2.6329 -0.029 0.017 0.017 0.332
H 3.8514 -0.9948 1.4652 -0.010 -0.013 0.041 0.355
H 2.4790 -0.3924 2.3916 -0.007 0.031 0.002 0.352
H 3.2952 0.6518 1.2225 0.013 -0.049 -0.023 0.422
H 2.2879 1.4618 -1.8231 0.021 -0.016 -0.009 0.319
H 3.2796 0.2564 -2.6330 0.020 -0.005 0.012 0.425
H 3.7441 0.8424 -1.0325 0.000 -0.001 0.003 0.397
H 1.7163 -1.7159 -3.7944 -0.006 -0.010 -0.013 0.383
H 0.8262 -0.2161 -3.5270 0.007 0.000 -0.006 0.374
H -0.0234 -1.7569 -3.4944 -0.010 0.005 0.001 0.429
H -0.0766 -4.2577 -0.8669 -0.003 -0.009 -0.034 0.357
H -0.8067 -3.2562 -2.1237 -0.017 0.010 0.000 0.359
H -1.3621 -3.1261 -0.4564 0.008 -0.008 -0.005 0.314
F -2.4890 1.7946 -0.1972 -0.017 0.032 0.015 -0.371
B -1.7138 1.6671 -1.3202 -0.053 -0.190 -0.341 0.430
F -2.1943 2.2365 -2.4343 0.113 0.037 0.047 -0.258
F -0.3465 1.9857 -1.0310 0.202 0.256 0.158 -0.298
F -1.5052 0.1860 -1.5634 -0.698 -0.234 0.118 -0.456
C -2.3913 -0.7460 1.8354 -0.114 0.253 0.294 -0.972
C -1.5861 0.4202 2.2169 -0.371 -0.282 -0.023 0.597
C -1.8261 1.3447 3.2507 -0.417 -0.016 -0.010 -1.162
C -0.8608 2.2954 3.1393 0.126 -0.102 -0.036 -0.613
C -0.0175 1.9424 1.9993 0.199 -0.490 -0.096 0.574
C 1.0830 2.7749 1.4707 -0.082 0.027 -0.091 -1.111
N -0.4462 0.8042 1.4820 0.458 0.346 -0.058 0.984
H -3.1528 -0.9615 2.5808 0.006 0.037 0.038 0.467
H -1.7598 -1.6267 1.7014 0.206 -0.052 -0.237 -0.030
H -2.8921 -0.5414 0.8823 0.047 -0.016 0.011 0.279
H -2.6326 1.2897 3.9622 0.021 -0.036 0.025 0.548
H -0.7307 3.1825 3.7409 -0.042 0.031 -0.037 0.543
H 1.4084 3.4954 2.2184 0.019 -0.020 0.002 0.483
H 0.7356 3.3222 0.5908 0.024 0.041 -0.032 0.189
H 1.9326 2.1685 1.1592 -0.090 0.003 -0.026 0.042
```
Positions in Å, forces in eV/Å.

As for the charge: +1. For the LUMO energy (alpha / beta), the calculation gives -6.86 / -6.82 eV. As for the energy above the lowest of the compared OMol25 structures with the same formula, charge and spin: 0.0 kcal per mole. The HOMO-LUMO gap (alpha / beta) comes out at 4.29 / 4.42 eV.

=====

ORCA calculation (ωB97M-V/def2-TZVPD) on a structure of composition C16H23ClCuN3O5PS.

The geometry in XYZ format:
```
51
Properties=species:S:1:pos:R:3:forces:R:3:nbo_charge:R:1
C 1.7351 -2.9900 0.3470 -0.374 -0.634 0.767 -0.768
C 0.7076 -2.6182 -0.7712 0.821 -0.834 -0.285 0.745
O 0.9464 -3.0576 -1.8624 -0.363 0.728 0.481 -0.459
N -0.4587 -1.9104 -0.3400 0.420 -0.382 -0.143 -0.661
C -1.5644 -2.9123 -0.3337 -1.358 -1.240 0.064 0.715
C -2.1237 -3.2229 1.0523 0.470 1.622 -0.006 -0.715
O -1.9731 -3.4755 -1.3074 0.807 0.688 0.489 -0.434
C -0.7670 -0.6089 -0.9638 -0.480 1.372 -0.437 -0.131
P -0.4347 -0.4828 -2.8366 -0.273 -1.544 -1.386 1.291
N -1.4530 -1.3295 -3.6651 0.090 0.399 0.333 -1.292
C -2.3110 -0.4064 -0.8993 0.826 0.802 -0.150 -0.738
S -2.8275 1.3001 -1.2283 -2.640 -0.345 -0.223 2.379
O -2.6673 1.6667 -2.5936 1.708 0.234 0.005 -0.895
O -4.1870 1.3440 -0.8087 -0.146 -0.115 0.928 -0.921
O -1.9802 2.1873 -0.1943 0.081 -1.045 -0.706 -0.686
C -1.0825 1.4195 0.6397 0.696 1.013 0.721 0.094
C -0.4063 2.4613 1.5362 -1.012 -1.875 -1.478 -0.101
C 0.0228 2.0388 2.7687 0.229 0.476 0.448 -0.172
C 0.6287 2.9968 3.5470 -0.100 -0.902 0.257 -0.244
C 0.7388 4.2589 3.0222 0.856 1.366 1.140 0.041
N 0.3594 4.6638 1.8301 -0.211 -0.071 -0.404 -0.373
C -0.2252 3.7370 1.0756 0.356 0.684 0.109 0.034
C -0.1032 0.6451 -0.2595 0.481 -0.252 -0.429 -0.279
C 1.2579 0.3592 0.3774 0.134 -0.622 0.185 -0.437
C 2.3802 0.1336 -0.6448 -0.397 1.398 -0.054 -0.169
C 2.7615 1.4688 -1.3142 0.772 -0.766 -0.221 -0.638
Cl 3.8549 -0.4199 0.2387 -0.231 -0.319 -0.093 -0.076
H 1.4880 -2.5590 1.3207 0.198 0.355 -0.178 0.239
H 1.5993 -4.1043 0.4303 -0.285 -0.266 -0.408 0.119
H 2.7598 -2.8220 0.0251 -0.071 0.336 -0.017 0.289
H -1.5504 -4.0081 1.5454 -0.172 -0.218 -0.152 0.230
H -3.1923 -3.4098 1.0173 0.087 -0.500 -0.171 0.267
H -1.9822 -2.3162 1.6506 -0.008 -0.190 0.148 0.222
H 0.8737 -0.9404 -3.1310 0.138 0.607 0.571 -0.043
H -0.4296 0.8992 -3.1129 0.169 -0.041 0.502 -0.024
H -0.9664 -2.0297 -4.2112 -0.263 -0.136 -0.046 0.390
H -2.8368 -0.9824 -1.6643 -0.020 -0.023 0.042 0.327
H -2.6967 -0.5748 0.1046 -0.070 -0.258 -0.060 0.254
H -1.6448 0.7847 1.3306 -0.135 -0.184 -0.296 0.195
H -0.1042 1.0197 3.1081 -0.098 -0.066 -0.009 0.210
H 0.9997 2.7632 4.5325 0.034 0.135 0.104 0.228
H 1.1902 5.0121 3.6635 0.012 0.101 -0.169 0.200
H -0.5452 4.0397 0.0893 -0.092 -0.020 -0.038 0.220
H 0.1038 1.3327 -1.0908 -0.119 0.213 0.198 0.240
H 1.6311 1.1815 0.9852 -0.358 0.104 0.021 0.252
H 1.1429 -0.4857 1.0627 0.142 -0.018 -0.060 0.200
H 2.1003 -0.5346 -1.4577 0.398 -0.537 0.309 0.208
H 2.8408 2.2829 -0.5956 -0.315 0.058 -0.043 0.229
H 3.7657 1.3198 -1.7160 -0.060 0.180 -0.157 0.240
H 2.1325 1.6923 -2.1760 -0.238 0.208 0.251 0.224
Cu 2.4925 -4.8075 1.8777 -0.038 0.323 -0.255 0.974
```
Positions in Å, forces in eV/Å.

As for the charge: +1. For the LUMO energy, the calculation gives -7.00 eV. The HOMO-LUMO gap comes out at 4.08 eV.

=====

ORCA calculation (ωB97M-V/def2-TZVPD) on a cluster of 2 separate species, C16H23F3N in total.

The geometry in XYZ format:
```
43
Properties=species:S:1:pos:R:3:forces:R:3:nbo_charge:R:1
C -1.4211 0.3019 -1.4502 -0.307 -0.778 -0.751 -0.710
C -0.3724 0.6658 -0.4715 -0.443 1.666 -0.494 0.223
C 1.0197 0.5169 -0.8697 0.495 -0.857 0.208 -0.153
C 1.8939 1.6461 -1.0391 -0.108 -0.248 0.959 0.075
C 1.4360 3.0762 -0.9965 0.024 0.401 0.132 -0.650
C 3.2457 1.4223 -1.2632 -0.627 0.117 -0.307 -0.229
C 3.7621 0.1443 -1.4387 0.047 -0.014 0.289 0.087
C 5.2346 -0.0007 -1.6454 0.305 -0.214 0.018 -0.646
C 2.8984 -0.9511 -1.3805 -0.217 0.046 -0.281 -0.232
C 1.5298 -0.7851 -1.1731 0.207 0.364 0.065 0.064
C 0.6462 -1.9984 -1.2159 -0.009 -0.595 0.189 -0.659
H -2.1345 1.1291 -1.6288 0.416 -0.333 0.158 0.264
H -0.9197 -0.0060 -2.3930 -0.647 0.346 0.490 0.244
H -1.9962 -0.5624 -1.0796 0.108 0.442 -0.616 0.241
H -0.5783 1.5075 0.1931 0.237 0.087 -0.750 0.208
H 2.3236 3.7202 -0.9231 -0.374 -0.119 0.067 0.239
H 0.9116 3.3874 -1.9142 0.067 -0.297 0.261 0.240
H 0.7834 3.3009 -0.1439 0.069 -0.051 -0.148 0.218
H 3.9054 2.2889 -1.3155 -0.117 -0.241 -0.117 0.226
H 5.5234 -1.0531 -1.6952 0.054 0.172 -0.011 0.229
H 5.5697 0.5015 -2.5616 -0.167 -0.130 0.131 0.243
H 5.7723 0.4772 -0.8171 -0.066 -0.146 -0.124 0.240
H 3.2993 -1.9597 -1.5235 -0.172 0.375 0.000 0.227
H 1.2665 -2.8869 -1.3837 -0.181 0.178 0.114 0.244
H 0.1108 -2.1588 -0.2697 0.047 0.023 -0.268 0.217
H -0.0878 -1.9866 -2.0343 0.228 0.175 0.244 0.233
C -3.3648 0.8214 2.2380 -0.196 0.223 0.022 -0.425
C -1.8366 0.8510 2.1789 0.258 0.166 0.482 -0.232
N -1.3954 -0.1977 1.2163 0.375 -0.621 0.824 -0.521
C -2.4944 -1.2132 1.1775 0.377 -0.108 0.074 -0.140
C -2.1993 -2.3940 2.0835 0.127 -1.025 0.747 0.974
F -3.1630 -3.3601 1.9848 1.086 1.178 0.052 -0.308
F -1.0035 -2.9754 1.7515 -0.892 0.484 0.476 -0.328
F -2.1380 -2.0032 3.3983 0.132 -0.471 -1.264 -0.325
C -3.7829 -0.5202 1.6453 -0.374 -0.497 -0.472 -0.420
H -3.7324 0.9342 3.2654 0.223 0.018 -0.286 0.247
H -3.7995 1.6341 1.6465 0.161 -0.091 0.165 0.226
H -1.4895 1.8192 1.8368 0.190 0.225 0.024 0.204
H -1.3931 0.6653 3.1708 -0.129 0.007 -0.403 0.227
H -0.5113 -0.6065 1.5259 -0.372 -0.154 0.188 0.418
H -2.5659 -1.6365 0.1759 -0.124 -0.067 -0.013 0.232
H -4.3210 -1.1587 2.3677 0.272 0.312 -0.390 0.254
H -4.4317 -0.3973 0.7706 0.016 0.048 0.315 0.236
```
Positions in Å, forces in eV/Å.

As for the charge: +1. For the LUMO energy, the calculation gives -4.65 eV. As for the energy above the lowest of the compared OMol25 structures with the same formula, charge and spin: 1.5 kcal per mole. The HOMO-LUMO gap comes out at 7.81 eV.

=====

In order of appearance, total energy = -6318.754582; -1553.423016; -1197.367970; -4003.717135; -977.555869 Ha.